{
  "formula": "C51H52IInN6OP2S",
  "method": "wB97M-V/def2-TZVPD",
  "homo_ev": [0.10, 0.67],
  "orbital_gap_ev": [3.822, 3.254],
  "e_above_lowest_kj_mol": 0.0,
  "total_charge": -2,
  "e_lumo_ha": [0.14404, 0.14407],
  "species": ["In", "C", "C", "N", "N", "C", "N", "S", "C", "C", "C", "C", "C", "N", "H", "H", "H", "H", "H", "H", "H", "H", "H", "O", "N", "C", "C", "C", "C", "C", "C", "C", "P", "C", "C", "C", "C", "C", "C", "C", "C", "C", "C", "C", "C", "H", "H", "H", "H", "H", "H", "H", "H", "H", "H", "H", "H", "H", "H", "H", "H", "C", "C", "C", "C", "C", "H", "H", "H", "H", "H", "H", "H", "H", "H", "H", "I", "C", "H", "H", "N", "P", "C", "C", "C", "C", "C", "C", "C", "C", "C", "C", "C", "C", "C", "C", "C", "C", "C", "C", "H", "H", "H", "H", "H", "H", "H", "H", "H", "H", "H", "H", "H", "H", "H"],
  "positions_angstrom": [[0.9417, 0.1180, -1.0350], [-3.3194, 0.9135, -1.8400], [-2.0970, 0.4960, -1.1364], [-1.1289, -0.1067, -1.8648], [-1.3151, -0.3581, -3.2386], [-0.5694, -1.3816, -3.6856], [-0.7376, -1.7690, -4.9843], [0.5108, -2.2668, -2.6968], [-1.8485, 0.5964, 0.2866], [-3.0167, 0.9658, 1.0630], [-2.9338, 0.9358, 2.4486], [-1.6764, 0.5892, 3.0177], [-0.5280, 0.3729, 2.2381], [-0.6581, 0.2773, 0.8599], [-4.2505, 0.6535, -1.3207], [-3.4061, 0.5969, -2.9003], [-3.3346, 2.0369, -1.8004], [-1.0022, -1.0631, -5.6721], [-0.1538, -2.5233, -5.3549], [-3.9519, 1.2154, 0.5424], [-3.8481, 1.0431, 3.0748], [-1.5763, 0.5589, 4.0716], [1.0363, -0.9585, 2.4184], [2.7316, -1.2473, 0.2854], [1.8215, -2.4275, 0.4850], [2.3304, -3.3957, -0.2159], [1.6570, -4.6907, -0.3482], [2.3999, -5.7314, -0.9436], [1.8875, -7.0293, -0.9583], [0.6033, -7.2572, -0.5280], [-0.1989, -6.2527, 0.0323], [0.3227, -4.9472, 0.1001], [-0.9312, -3.7070, 0.4674], [-2.3116, -3.9685, -0.7239], [-3.4053, -3.0837, -0.4511], [-4.4746, -2.9870, -1.3405], [-4.6071, -3.9801, -2.3496], [-3.6241, -4.9329, -2.5173], [-2.4447, -4.9395, -1.7450], [-1.5961, -4.3714, 2.0506], [-2.7864, -5.1132, 2.1397], [-3.1684, -5.5951, 3.3915], [-2.5352, -5.2939, 4.6178], [-1.3782, -4.5088, 4.5328], [-0.9422, -4.0759, 3.2716], [2.6629, -0.7795, 1.1532], [3.3389, -3.3606, -0.7342], [3.4496, -5.5519, -1.1701], [2.4363, -7.8394, -1.3267], [0.2073, -8.2357, -0.5467], [-1.1894, -6.5079, 0.4320], [-3.4177, -2.4671, 0.4446], [-5.3075, -2.2951, -1.1994], [-5.4943, -3.9416, -2.9631], [-3.7296, -5.7139, -3.3075], [-1.7029, -5.7062, -1.8776], [-3.4211, -5.3154, 1.2574], [-4.0947, -6.1979, 3.4333], [-2.9512, -5.6927, 5.5730], [-0.8260, -4.2080, 5.4148], [0.0433, -3.5593, 3.1950], [2.7766, -0.0977, 4.3655], [1.2731, 0.2021, 4.2430], [1.0456, 1.6576, 4.6778], [0.5503, -0.7840, 5.1766], [0.8252, 0.0506, 2.7917], [3.1338, 0.0878, 5.3915], [3.3934, 0.5342, 3.6748], [3.0532, -1.1171, 4.1098], [1.3820, 1.8102, 5.6758], [-0.0245, 1.9210, 4.6552], [1.6080, 2.3852, 4.0453], [0.7059, -0.4732, 6.1890], [0.9281, -1.8055, 5.0338], [-0.5009, -0.8301, 5.0176], [1.5474, 0.6124, 2.1810], [4.5423, 0.8381, -1.9990], [2.7166, 0.0046, -2.5472], [2.9090, -1.0448, -2.8420], [2.3250, 0.5020, -3.4953], [0.9089, 2.2351, -0.7814], [1.2198, 3.6440, -1.2325], [0.4933, 3.9674, -2.8769], [0.2025, 5.2662, -3.3152], [-0.3186, 5.4054, -4.6126], [-0.4111, 4.3683, -5.4676], [-0.1044, 3.0636, -5.0119], [0.3812, 2.8855, -3.7318], [0.4474, 4.8113, -0.1186], [-0.9217, 4.9776, -0.2748], [-1.6280, 5.8656, 0.5049], [-1.0153, 6.6209, 1.5016], [0.3540, 6.5124, 1.6262], [1.0975, 5.5990, 0.8603], [2.8915, 4.2928, -1.3131], [3.3006, 5.1284, -2.3881], [4.5433, 5.7845, -2.3238], [5.4362, 5.5543, -1.2746], [5.0582, 4.6154, -0.2844], [3.8217, 3.9639, -0.3281], [0.3043, 6.1673, -2.7554], [-0.6607, 6.3998, -4.9020], [-0.7133, 4.5732, -6.5067], [-0.2333, 2.1983, -5.6138], [0.6023, 1.8627, -3.4580], [-1.5627, 4.3001, -0.8649], [-2.7070, 6.0390, 0.4081], [-1.6096, 7.3073, 2.1479], [0.9321, 7.1093, 2.3147], [2.1963, 5.6975, 0.8985], [2.6814, 5.1738, -3.2812], [4.7851, 6.4330, -3.1894], [6.3497, 6.1154, -1.2075], [5.6454, 4.4121, 0.5955], [3.5527, 3.1622, 0.3897]]
}

---

{
  "formula": "C5H6OS2",
  "method": "wB97M-V/def2-TZVPD",
  "homo_ev": -9.10,
  "orbital_gap_ev": 7.423,
  "e_above_lowest_kj_mol": 182.8,
  "smiles": "C=C[C@H](S)C(=O)C=S",
  "e_lumo_ha": -0.06173,
  "species": ["C", "C", "C", "S", "C", "O", "C", "S", "H", "H", "H", "H", "H", "H"],
  "positions_angstrom": [[-0.8917, -0.8989, 1.7935], [-1.2982, -0.5473, 0.5662], [-0.4509, -0.0991, -0.6318], [-0.1070, -1.3294, -1.8558], [0.9096, 0.6008, -0.0775], [1.5429, 0.1382, 0.8606], [1.4281, 1.7648, -0.8201], [0.6369, 2.5717, -1.9566], [0.1496, -0.8894, 2.1814], [-1.6826, -1.1679, 2.5025], [-2.3669, -0.6191, 0.3179], [-1.0083, 0.6745, -1.1542], [0.6349, -2.1542, -1.1166], [2.5033, 1.9553, -0.6096]]
}

---

{
  "formula": "C28H44ClN6RuSSe",
  "method": "wB97M-V/def2-TZVPD",
  "homo_ev": [-12.91, -12.94],
  "orbital_gap_ev": [7.948, 6.186],
  "e_above_lowest_kj_mol": 0.0,
  "spin_multiplicity": 2,
  "total_charge": 2,
  "e_lumo_ha": [-0.18241, -0.24811],
  "species": ["Ru", "C", "C", "N", "C", "C", "S", "C", "C", "N", "H", "H", "H", "H", "H", "H", "H", "H", "H", "H", "H", "H", "H", "H", "Cl", "C", "C", "C", "C", "N", "C", "H", "H", "H", "H", "C", "N", "C", "C", "N", "C", "C", "Se", "H", "H", "H", "H", "H", "H", "H", "H", "C", "C", "C", "C", "C", "C", "C", "C", "N", "C", "C", "C", "C", "H", "H", "H", "H", "H", "H", "H", "H", "H", "H", "H", "H", "H", "H", "H", "H", "H", "H"],
  "positions_angstrom": [[-0.3207, 0.3884, -0.9550], [-0.2768, -0.6586, -3.8780], [-0.5493, -1.8451, -2.9765], [-1.2171, -1.4310, -1.7229], [-2.6894, -1.3538, -1.7707], [-3.1909, -0.1063, -2.4814], [-2.2905, 1.3916, -1.9156], [-1.6502, 2.0547, -3.4950], [-0.1597, 1.7857, -3.6730], [0.2420, 0.4860, -3.0868], [-1.1841, -0.3386, -4.3860], [0.4314, -0.9390, -4.6597], [0.3936, -2.3092, -2.6847], [-1.1398, -2.5998, -3.5028], [-0.9857, -2.1471, -1.0413], [-3.0361, -1.3462, -0.7354], [-3.1109, -2.2429, -2.2489], [-4.2462, 0.0442, -2.2591], [-3.0987, -0.1794, -3.5620], [-1.8317, 3.1277, -3.5006], [-2.2619, 1.6284, -4.2882], [0.4019, 2.5572, -3.1517], [0.1018, 1.8355, -4.7336], [1.2561, 0.4579, -3.1263], [-4.2180, 1.7987, 2.9357], [-2.5814, 1.3388, 2.6676], [-1.6359, 1.4171, 3.6753], [-0.3396, 1.0457, 3.3592], [-0.0346, 0.6501, 2.0710], [-0.9491, 0.5805, 1.0925], [-2.2089, 0.9000, 1.4087], [-1.9112, 1.7463, 4.6679], [0.4402, 1.0688, 4.1081], [0.9738, 0.3819, 1.7930], [-2.9581, 0.8088, 0.6341], [1.9751, 3.6943, 2.3313], [0.5734, 4.0118, 2.0834], [-0.2255, 4.7437, 2.9322], [-1.4286, 4.8676, 2.3326], [-1.3443, 4.2151, 1.1212], [-2.4032, 4.2110, 0.1242], [-0.1172, 3.6830, 0.9737], [0.6677, 2.7764, -0.4751], [2.2636, 4.1540, 3.2721], [2.5927, 4.0863, 1.5274], [2.1087, 2.6157, 2.3900], [0.1335, 5.1225, 3.8725], [-2.3248, 5.3723, 2.6467], [-3.0831, 5.0296, 0.3437], [-2.9522, 3.2734, 0.1424], [-1.9616, 4.3599, -0.8587], [2.4803, -5.4965, 1.4450], [1.5056, -4.3567, 1.3333], [0.2697, -4.4115, 1.9712], [-0.6418, -3.3577, 1.8609], [-1.9679, -3.4295, 2.5661], [-0.2971, -2.2531, 1.1145], [0.9686, -2.1130, 0.4613], [1.8382, -3.2310, 0.6015], [1.2791, -0.9692, -0.2374], [2.7222, -0.8004, -0.6444], [2.9790, 0.6181, -1.1401], [3.7199, -0.9968, 0.5323], [3.0112, -1.7269, -1.8406], [1.9791, -6.4189, 1.7311], [3.2359, -5.2806, 2.2024], [2.9980, -5.6669, 0.5015], [0.0076, -5.2857, 2.5561], [-1.8303, -3.3747, 3.6472], [-2.4767, -4.3696, 2.3532], [-2.6238, -2.6098, 2.2710], [-1.0080, -1.4484, 1.0617], [2.7896, -3.2477, 0.1067], [2.9460, 1.3400, -0.3282], [2.2667, 0.9390, -1.8995], [3.9750, 0.6501, -1.5821], [3.2204, -0.9532, 1.5003], [4.4630, -0.2015, 0.5078], [4.2709, -1.9328, 0.4870], [2.4364, -1.4032, -2.7124], [2.7786, -2.7733, -1.6601], [4.0662, -1.6523, -2.1046]]
}

---

{
  "formula": "ClH2NO2Si",
  "method": "wB97M-V/def2-TZVPD",
  "homo_ev": [-9.94, -9.46],
  "orbital_gap_ev": [6.642, 5.778],
  "e_above_lowest_kj_mol": 461.0,
  "e_lumo_ha": [-0.12111, -0.13542],
  "species": ["N", "O", "O", "Si", "Cl", "H", "H"],
  "positions_angstrom": [[-0.3515, -1.1480, -0.8178], [-1.2799, -1.8957, -0.6037], [0.5114, -1.1879, -1.7013], [0.2978, 0.2080, 0.2940], [-0.3911, 3.1300, 1.5845], [-0.2777, 0.4022, 1.5840], [1.4909, 0.4914, -0.3397]]
}

---

{
  "formula": "C13H10Cl3N3O2",
  "method": "wB97M-V/def2-TZVPD",
  "homo_ev": -8.22,
  "orbital_gap_ev": 8.395,
  "smiles": "[H]/N=C(/NOC(=O)Nc1cccc2ccccc12)C(Cl)(Cl)Cl",
  "e_lumo_ha": 0.00653,
  "species": ["H", "N", "C", "N", "O", "C", "O", "N", "C", "C", "C", "C", "C", "C", "C", "C", "C", "C", "C", "Cl", "Cl", "Cl", "H", "H", "H", "H", "H", "H", "H", "H", "H"],
  "positions_angstrom": [[5.5977, -0.1115, 1.6279], [4.5962, 0.0932, 1.6921], [3.8193, -0.8051, 2.2560], [2.4970, -0.4851, 2.4149], [1.8518, 0.6065, 1.7616], [0.6545, 0.2652, 1.2167], [0.0938, -0.7970, 1.4407], [0.0284, 1.3057, 0.5162], [-1.2453, 1.2295, -0.0682], [-2.2464, 1.9078, 0.5976], [-3.5594, 1.9642, 0.1006], [-3.8703, 1.3165, -1.1107], [-2.8653, 0.5996, -1.7492], [-3.1532, -0.0652, -2.9940], [-2.1398, -0.7661, -3.6540], [-0.8566, -0.8208, -3.1618], [-0.5160, -0.1574, -1.9729], [-1.5314, 0.5322, -1.2621], [4.3729, -2.1261, 2.7252], [4.3853, -3.2185, 1.3322], [6.0566, -1.9986, 3.3312], [3.3734, -2.7871, 4.0503], [1.8498, -1.2528, 2.6541], [0.3326, 2.2233, 0.8284], [-1.9622, 2.3804, 1.5363], [-4.3410, 2.4962, 0.6551], [-4.8773, 1.3381, -1.5079], [-4.1867, 0.0618, -3.4049], [-2.4777, -1.2030, -4.5912], [-0.1533, -1.4495, -3.7029], [0.4727, -0.2765, -1.5573]]
}

---

{
  "formula": "H8LiO4",
  "method": "wB97M-V/def2-TZVPD",
  "homo_ev": -14.96,
  "orbital_gap_ev": 10.491,
  "e_above_lowest_kj_mol": 262.9,
  "total_charge": 1,
  "e_lumo_ha": -0.16408,
  "species": ["Li", "O", "H", "H", "O", "H", "H", "O", "H", "H", "O", "H", "H"],
  "positions_angstrom": [[0.1741, -0.2626, 0.0128], [1.1184, -3.2679, 1.4834], [1.3038, -4.1744, 1.2381], [0.9617, -3.3019, 2.4270], [1.0711, 0.9475, -3.3081], [1.9748, 1.2477, -3.4046], [0.6900, 1.0494, -4.1803], [-3.3313, -0.6438, 0.2790], [-3.9590, -1.3659, 0.2502], [-3.7421, 0.0087, 0.8462], [1.0119, 2.9512, 1.3766], [1.9398, 3.0427, 1.1604], [0.7868, 3.7694, 1.8194]]
}

---

| no. | energy (eV) |
| --- | --- |
| 1 | -107402.09904 |
| 2 | -28998.06177 |
| 3 | -129965.47469 |
| 4 | -26011.48517 |
| 5 | -59773.98780 |
| 6 | -8519.10945 |